No. 1
The following is a quantum chemistry calculation of a 6-piece molecular cluster, C41H43BBrN6O15 overall in a non-equilibrium geometry, from the Open Molecules 2025 dataset.

Values from the calculation:
- calculated total energy (eV) = -153569.23683
- Kohn-Sham gap (eV) = 7.390
- charge = +1

Last column: Mulliken charge in e.
Positions of all 107 atoms, in Å:
C (2.865, 0.998, -1.156)  -0.66
C (3.367, 2.459, -1.176)  -0.54
C (2.199, 3.406, -1.296)  0.54
O (2.005, 4.305, -0.530)  -0.62
O (1.316, 3.162, -2.332)  -0.37
C (0.018, 2.880, -1.812)  -0.26
C (-0.755, 1.999, -2.809)  -1.02
N (-1.730, 1.193, -2.060)  0.49
C (-1.620, 0.014, -1.554)  -0.04
B (-0.273, -0.839, -1.739)  0.15
O (0.404, -1.288, -0.658)  -0.36
O (0.221, -1.071, -2.984)  -0.12
C (-2.861, -0.341, -0.811)  -0.02
C (-3.700, 0.986, -0.711)  0.11
C (-3.770, 1.588, 0.699)  -0.50
C (-3.917, 3.082, 0.663)  0.08
O (-3.071, 3.850, 0.957)  -0.44
Br (-5.624, 3.778, 0.020)  -0.13
C (-3.051, 1.812, -1.824)  -1.18
H (2.354, 0.799, -0.210)  0.22
H (2.129, 0.867, -1.957)  0.01
H (3.675, 0.294, -1.342)  0.51
H (3.866, 2.677, -0.234)  0.34
H (4.068, 2.612, -2.000)  0.40
H (0.136, 2.284, -0.896)  0.25
H (-0.526, 3.782, -1.521)  0.42
H (-0.085, 1.407, -3.429)  0.38
H (-1.343, 2.646, -3.464)  0.45
H (1.266, -1.599, -0.984)  0.21
H (-0.474, -0.918, -3.640)  0.29
H (-3.492, -1.144, -1.197)  -0.05
H (-2.556, -0.657, 0.196)  0.17
H (-4.694, 0.666, -1.024)  0.51
H (-4.634, 1.168, 1.219)  0.56
H (-2.870, 1.319, 1.257)  0.20
H (-3.025, 2.900, -1.766)  0.61
H (-3.610, 1.600, -2.746)  0.39
C (1.984, 8.157, 0.776)  -0.59
C (2.471, 6.922, 1.190)  -0.17
C (3.082, 6.802, 2.428)  -0.51
C (3.192, 7.919, 3.235)  0.12
C (2.720, 9.156, 2.836)  -0.49
C (2.112, 9.271, 1.596)  -0.38
N (3.820, 7.784, 4.561)  1.01
O (4.241, 6.687, 4.874)  -0.61
O (3.876, 8.773, 5.262)  -0.60
H (1.503, 8.250, -0.189)  0.41
H (2.374, 6.051, 0.555)  0.60
H (3.462, 5.846, 2.756)  0.45
H (2.818, 10.019, 3.478)  0.46
H (1.735, 10.231, 1.270)  0.38
C (5.386, -5.343, -4.955)  -0.47
C (4.705, -4.832, -6.055)  -0.43
C (3.712, -3.884, -5.877)  -0.50
C (3.421, -3.460, -4.592)  0.03
C (4.082, -3.962, -3.486)  -0.16
C (5.072, -4.911, -3.672)  -0.51
N (2.389, -2.437, -4.386)  0.95
O (1.796, -2.012, -5.362)  -0.63
O (2.175, -2.057, -3.252)  -0.57
H (6.165, -6.080, -5.099)  0.40
H (4.951, -5.172, -7.051)  0.38
H (3.181, -3.484, -6.729)  0.47
H (3.840, -3.625, -2.491)  0.60
H (5.601, -5.309, -2.817)  0.41
C (-0.055, -1.811, 4.885)  -0.56
C (-0.805, -0.671, 4.623)  -0.77
C (-2.024, -0.778, 3.973)  -0.04
C (-2.474, -2.033, 3.598)  -0.08
C (-1.738, -3.177, 3.845)  -0.44
C (-0.519, -3.061, 4.494)  -0.63
N (-3.777, -2.155, 2.927)  1.12
O (-4.398, -1.128, 2.695)  -0.59
O (-4.166, -3.264, 2.639)  -0.59
H (0.893, -1.725, 5.400)  0.66
H (-0.443, 0.300, 4.930)  0.44
H (-2.612, 0.105, 3.770)  0.55
H (-2.104, -4.148, 3.542)  0.52
H (0.067, -3.946, 4.698)  0.42
C (3.372, -2.218, 3.809)  -0.51
C (4.495, -3.019, 3.964)  -0.59
C (5.142, -3.532, 2.850)  -0.47
C (4.652, -3.227, 1.594)  -0.24
C (3.531, -2.435, 1.422)  0.05
C (2.887, -1.929, 2.539)  -0.38
N (5.348, -3.750, 0.408)  1.01
O (6.313, -4.457, 0.583)  -0.60
O (4.910, -3.437, -0.688)  -0.63
H (2.874, -1.815, 4.681)  0.36
H (4.870, -3.243, 4.953)  0.40
H (6.016, -4.156, 2.967)  0.49
H (3.162, -2.213, 0.432)  0.48
H (2.010, -1.307, 2.420)  0.56
C (-9.158, -2.313, -0.385)  -0.45
C (-8.861, -2.660, -1.697)  -0.47
C (-7.574, -3.039, -2.041)  -0.51
C (-6.602, -3.066, -1.056)  -0.02
C (-6.876, -2.718, 0.256)  -0.04
C (-8.167, -2.338, 0.589)  -0.59
N (-5.239, -3.487, -1.407)  1.06
O (-5.005, -3.767, -2.566)  -0.63
O (-4.415, -3.525, -0.509)  -0.56
H (-10.166, -2.023, -0.119)  0.40
H (-9.635, -2.639, -2.452)  0.39
H (-7.340, -3.310, -3.060)  0.48
H (-6.103, -2.744, 1.013)  0.50
H (-8.400, -2.066, 1.609)  0.43

=====

No. 2
The following is a quantum chemistry calculation of one molecule with the formula C27H29N5O in a non-equilibrium geometry, from the Open Molecules 2025 dataset.

Values from the calculation:
- calculated total energy (eV) = -37967.28810
- Kohn-Sham gap (eV) = 8.459
- ΔE to the lowest compared entry with this formula, charge and spin (kcal/mol) = 59.7
- charge = 0
- SMILES string = Nc1ncnc2c1c(-c1cccc(OCc3ccccc3)c1)cn2[C@H]1C[C@@H](CN2CCC2)C1

Last column: natural (NBO) charge in e.
Positions of all 62 atoms, in Å:
N (2.576, 2.143, 1.334)  -0.80
C (1.369, 1.539, 1.495)  0.45
N (1.125, 1.000, 2.689)  -0.54
C (-0.041, 0.405, 2.894)  0.27
N (-1.050, 0.294, 2.059)  -0.53
C (-0.811, 0.822, 0.853)  0.38
N (-1.671, 0.878, -0.197)  -0.35
C (-1.034, 1.511, -1.230)  0.01
C (0.242, 1.866, -0.881)  -0.13
C (0.407, 1.436, 0.473)  -0.22
C (1.233, 2.499, -1.745)  0.06
C (0.888, 3.548, -2.590)  -0.26
C (1.851, 4.120, -3.404)  -0.18
C (3.153, 3.664, -3.383)  -0.29
C (3.508, 2.605, -2.546)  0.39
C (2.544, 2.025, -1.735)  -0.38
H (2.775, 1.176, -1.113)  0.24
O (4.817, 2.223, -2.589)  -0.51
C (5.244, 1.181, -1.735)  -0.11
C (4.660, -0.168, -2.080)  0.03
C (4.520, -0.537, -3.411)  -0.24
C (3.984, -1.769, -3.741)  -0.20
C (3.586, -2.642, -2.744)  -0.22
C (3.725, -2.280, -1.415)  -0.19
C (4.258, -1.047, -1.083)  -0.25
H (4.358, -0.764, -0.044)  0.22
H (3.412, -2.956, -0.633)  0.21
H (3.167, -3.604, -3.001)  0.21
H (3.877, -2.047, -4.780)  0.21
H (4.828, 0.152, -4.184)  0.22
H (5.033, 1.431, -0.686)  0.18
H (6.332, 1.156, -1.870)  0.21
H (3.913, 4.105, -4.009)  0.22
H (1.584, 4.937, -4.059)  0.21
H (-0.127, 3.917, -2.599)  0.21
H (-1.530, 1.645, -2.172)  0.22
C (-3.003, 0.345, -0.234)  -0.02
C (-3.176, -1.104, 0.254)  -0.42
H (-3.393, -1.845, -0.512)  0.21
H (-2.322, -1.423, 0.844)  0.23
C (-4.353, -0.655, 1.139)  -0.21
C (-4.326, -1.086, 2.599)  -0.22
N (-4.670, -2.480, 2.735)  -0.43
C (-3.630, -3.487, 2.524)  -0.21
H (-2.613, -3.106, 2.686)  0.17
C (-4.168, -4.271, 3.726)  -0.42
H (-3.434, -4.604, 4.455)  0.21
H (-4.810, -5.101, 3.444)  0.21
C (-4.947, -2.998, 4.076)  -0.21
H (-4.479, -2.419, 4.882)  0.17
H (-6.014, -3.106, 4.283)  0.19
H (-3.684, -3.970, 1.547)  0.19
H (-5.075, -0.508, 3.149)  0.20
H (-3.331, -0.857, 3.020)  0.18
H (-5.317, -0.922, 0.705)  0.21
C (-3.967, 0.811, 0.873)  -0.41
H (-4.764, 1.483, 0.564)  0.21
H (-3.426, 1.243, 1.712)  0.23
H (-3.398, 0.510, -1.238)  0.21
H (-0.183, -0.021, 3.879)  0.17
H (2.687, 2.787, 0.569)  0.40
H (3.091, 2.316, 2.182)  0.40

=====

No. 3
The following is a quantum chemistry calculation of C39H28F5N6O3P2S2Se3TeTi as an isolated structure in a non-equilibrium geometry, from the Open Molecules 2025 dataset.

Values from the calculation:
- calculated total energy (eV) = -336271.78083
- 2S+1 = 3
- Kohn-Sham gap (alpha / beta) (eV) = 6.306 / 7.146
- ΔE to the lowest compared entry with this formula, charge and spin (kcal/mol) = 0.0
- charge = -1
- expectation value of S² = 2.009

Last column: Löwdin spin population.
Positions of all 90 atoms, in Å:
Ti (3.360, -1.072, 1.424)  0.90
Se (-2.980, -0.648, 3.140)  0.00
P (-2.422, -1.535, 1.320)  0.00
C (-3.360, -0.977, -0.127)  0.00
C (-4.348, -0.012, 0.008)  0.00
C (-5.074, 0.395, -1.104)  0.00
C (-4.828, -0.179, -2.341)  0.00
C (-3.849, -1.156, -2.475)  0.00
C (-3.105, -1.543, -1.375)  0.00
C (-2.670, -3.336, 1.390)  0.00
C (-3.635, -3.973, 0.620)  0.00
C (-3.876, -5.332, 0.783)  0.00
C (-3.158, -6.058, 1.716)  0.00
C (-2.205, -5.421, 2.503)  0.00
C (-1.969, -4.068, 2.349)  0.00
C (-0.678, -1.317, 0.869)  0.01
C (0.174, -0.232, 0.572)  0.00
N (1.411, -0.748, 0.527)  0.00
N (1.338, -2.043, 0.790)  0.02
N (0.099, -2.407, 0.996)  0.00
P (-0.037, 1.536, 0.288)  0.03
Se (1.792, 2.633, 0.451)  0.32
C (-0.743, 1.770, -1.344)  0.00
C (-0.672, 0.768, -2.302)  0.00
C (-1.066, 1.034, -3.605)  0.00
C (-1.544, 2.288, -3.945)  0.00
C (-1.603, 3.295, -2.991)  0.00
C (-1.183, 3.046, -1.698)  0.00
C (-1.174, 2.158, 1.544)  0.01
C (-2.464, 2.577, 1.248)  0.00
C (-3.264, 3.102, 2.254)  0.00
C (-2.782, 3.195, 3.549)  0.00
C (-1.496, 2.763, 3.849)  0.00
C (-0.691, 2.251, 2.849)  0.01
H (-4.536, 0.408, 0.989)  0.00
H (-5.835, 1.158, -1.001)  0.00
H (-5.393, 0.139, -3.208)  0.00
H (-3.652, -1.598, -3.443)  0.00
H (-2.328, -2.292, -1.481)  0.00
H (-4.213, -3.419, -0.106)  0.00
H (-4.630, -5.816, 0.176)  0.00
H (-3.340, -7.118, 1.838)  0.00
H (-1.643, -5.982, 3.238)  0.00
H (-1.236, -3.574, 2.971)  0.00
H (-0.274, -0.205, -2.042)  0.00
H (-0.970, 0.269, -4.363)  0.00
H (-1.823, 2.494, -4.969)  0.00
H (-1.938, 4.286, -3.266)  0.00
H (-1.167, 3.847, -0.969)  0.00
H (-2.850, 2.490, 0.241)  0.00
H (-4.269, 3.429, 2.022)  0.00
H (-3.411, 3.599, 4.332)  0.00
H (-1.119, 2.822, 4.861)  0.00
H (0.320, 1.930, 3.075)  0.01
Se (3.683, 1.578, 3.464)  0.02
N (2.755, 0.101, 3.102)  -0.01
C (1.923, -0.129, 4.108)  0.01
C (0.990, -1.208, 4.172)  0.00
C (0.149, -1.260, 5.231)  0.01
C (0.192, -0.287, 6.284)  0.00
C (1.079, 0.736, 6.269)  0.00
C (1.975, 0.848, 5.161)  0.00
N (2.856, 1.823, 4.994)  0.02
H (0.972, -1.946, 3.380)  0.00
H (-0.589, -2.049, 5.290)  0.00
H (-0.509, -0.383, 7.103)  0.00
H (1.127, 1.477, 7.055)  0.00
O (2.159, 3.834, -5.837)  0.00
S (1.824, 2.504, -5.415)  0.00
O (0.648, 1.899, -5.985)  0.00
N (1.776, 2.428, -3.764)  0.00
C (2.718, 1.660, -3.309)  0.06
S (3.101, 1.299, -1.691)  0.50
C (3.594, 1.015, -4.351)  0.03
C (4.660, 0.145, -4.184)  0.01
C (5.308, -0.304, -5.327)  0.00
C (4.905, 0.105, -6.596)  0.00
C (3.837, 0.979, -6.758)  0.00
C (3.206, 1.415, -5.612)  0.00
H (4.980, -0.157, -3.195)  0.01
H (6.146, -0.982, -5.229)  0.00
H (5.433, -0.262, -7.468)  0.00
H (3.515, 1.308, -7.736)  0.00
F (4.386, -1.869, -0.123)  0.03
Te (6.199, -0.461, 0.588)  0.00
F (6.104, 0.243, -1.224)  0.01
F (6.290, -0.692, 2.561)  0.00
F (7.274, 1.065, 0.906)  0.00
F (3.773, -2.483, 2.512)  -0.01
O (4.569, 0.386, 0.995)  0.00